Entry 1:
The following is a DFT calculation (wB97M-V/def2-TZVPD) of 16 unconnected molecules or ions with the total composition C19H67F5N4O22P2S5.

Summary:
E_tot = -158133.787 eV
Orbital gap = 0.286 Eh

XYZ file:
```
124
Properties=species:S:1:pos:R:3:forces:R:3:lowdin_charge:R:1
C 4.913716 3.876543 -0.600218 0.17 -0.68 -1.12 -0.109
C 3.466437 3.665415 -1.102537 -0.19 0.68 0.31 -0.238
C 2.504123 3.106295 -0.045132 0.19 -0.70 0.00 -0.173
C 3.030591 1.866261 0.718725 0.13 0.85 -0.14 -0.254
N 3.921202 1.016350 -0.091148 -1.04 0.22 0.08 -0.174
C 3.279219 0.428144 -1.279746 0.93 -1.13 -0.64 -0.158
C 2.396775 -0.811334 -1.053371 -0.92 0.11 -0.11 -0.165
C 0.994959 -0.493136 -0.458416 0.28 -0.21 -0.27 -0.168
C -0.144344 -1.035191 -1.348611 -0.11 0.09 0.77 -0.103
C -1.434308 -0.189532 -1.216120 1.29 -1.63 -1.20 -0.277
O -1.826222 0.076718 -2.558751 -0.39 0.23 0.22 -0.101
C -3.045399 0.803689 -2.466266 1.34 -0.21 -0.96 -0.541
C -3.755667 0.781907 -3.837727 -0.36 -0.11 0.09 -0.239
S -2.789319 1.421208 -5.237238 0.71 0.12 -0.65 0.648
O -1.426383 0.997888 -5.196960 0.25 -0.94 0.26 -0.325
O -2.959581 2.826258 -5.409435 -0.78 0.72 0.12 -0.369
P -2.519953 2.611738 -2.216455 -0.91 0.68 0.82 0.489
S -3.985179 3.882274 -2.416148 -0.20 -0.02 -0.12 0.191
C -3.798103 0.166081 -1.199127 -0.83 1.47 -1.66 -0.371
N -4.073122 1.339235 -0.357458 0.37 -0.83 0.91 0.037
P -5.456980 -0.557959 -1.646656 -1.53 -1.92 1.35 0.571
N -6.178124 -1.127757 -0.391074 0.36 0.03 0.07 -0.124
O -5.278381 -1.750682 -2.728395 -0.03 1.15 -0.45 -0.150
O -6.426168 0.566562 -2.298136 1.61 0.36 0.05 -0.128
C -2.740818 -0.886422 -0.688553 -0.07 0.98 0.96 -0.390
N -2.930689 -2.228685 -1.103800 -0.15 0.36 -0.64 0.112
S -2.371820 -0.980388 1.127995 2.06 0.64 0.69 0.782
O -1.435771 -2.041255 1.288315 -0.44 -1.85 -0.45 -0.240
O -1.811983 0.225973 1.657975 -1.29 1.54 -0.13 -0.243
C -3.804115 -1.385508 2.213664 -0.86 -0.74 0.86 -0.477
F -4.361170 -2.573431 1.934770 0.46 -0.46 -0.54 0.118
F -4.772018 -0.489267 2.137035 -0.34 0.98 -0.29 0.121
C -3.412016 -1.435684 3.736639 -0.71 0.08 -0.85 -0.613
F -2.345297 -2.125132 3.969839 1.26 -0.31 0.22 0.237
F -3.336411 -0.200791 4.175067 0.69 0.73 0.44 0.195
F -4.410337 -2.022667 4.414150 -0.51 -0.37 -0.05 0.158
C 4.623941 0.097080 0.653802 0.31 -0.81 0.45 -1.031
S 4.017872 -0.659963 1.971649 0.00 0.35 0.12 0.776
S 6.336188 -0.307552 0.214302 -0.40 -0.02 -0.70 0.888
C 6.167337 -1.788279 -0.887684 0.77 0.43 0.23 -0.424
C 7.631137 -2.225277 -1.238900 -1.57 0.06 0.65 -0.324
C 7.634508 -3.173811 -2.440713 0.13 0.79 0.26 -0.101
H 5.244222 4.871763 -0.878888 0.04 0.06 0.36 0.051
H 5.575815 3.196072 -1.149333 -0.02 -0.09 0.29 0.060
H 5.054641 3.682783 0.461240 -0.08 0.24 -0.01 0.070
H 3.081664 4.653671 -1.380785 -0.09 -0.15 -0.05 0.099
H 3.449715 3.088226 -2.028781 0.07 -0.10 0.14 0.088
H 2.344241 3.890471 0.700977 -0.06 -0.15 0.04 0.108
H 1.513267 2.857561 -0.448471 0.15 0.26 -0.30 0.094
H 2.206033 1.337569 1.198035 0.09 -0.14 -0.15 0.079
H 3.632651 2.254687 1.529480 0.18 -0.27 0.01 0.079
H 2.695797 1.149228 -1.852185 0.14 0.31 0.39 0.119
H 4.094518 0.108484 -1.945076 -0.10 0.16 0.03 0.111
H 2.871413 -1.609823 -0.482436 0.23 0.20 0.00 0.086
H 2.205111 -1.230305 -2.049904 0.29 0.05 0.04 0.111
H 0.886400 -0.929006 0.537024 0.08 0.20 0.03 0.105
H 0.904515 0.592118 -0.345298 -0.11 -0.09 -0.07 0.092
H 0.133508 -1.018188 -2.403901 -0.04 0.09 0.05 0.128
H -0.315701 -2.075614 -1.056883 -0.03 0.05 -0.17 0.112
H -1.116519 0.709512 -0.684533 -0.84 0.08 0.19 0.118
H -4.124234 -0.206185 -4.137810 0.38 -0.04 0.14 0.102
H -4.632751 1.430049 -3.759140 0.19 0.11 -0.32 0.063
H -3.377998 0.825372 -6.321149 -0.19 -0.14 0.55 0.091
H -1.945935 2.710250 -0.933255 0.25 -0.30 -0.37 -0.001
H -1.448137 2.801371 -3.119451 -0.13 -0.36 0.22 -0.003
H -5.000598 1.724482 -0.480294 0.09 0.06 0.17 0.068
H -3.894611 1.179574 0.628208 -0.24 0.05 -0.08 0.073
H -6.303486 -2.126391 -0.549415 -0.13 0.00 0.62 -0.023
H -6.159453 -2.151841 -2.845304 0.24 -0.04 -0.08 0.100
H -6.075361 1.475338 -2.250748 -0.29 -0.03 -0.27 0.054
H -3.190775 -2.860305 -0.362753 0.03 -0.13 -0.21 0.090
H -2.169092 -2.580305 -1.668229 -0.05 -0.08 0.17 0.108
H 5.604217 -1.451271 -1.758221 0.10 -0.27 -0.07 0.061
H 5.637239 -2.563892 -0.333506 -0.05 0.02 -0.12 0.078
H 8.007265 -2.684982 -0.322677 0.27 -0.03 -0.19 0.099
H 8.174443 -1.302500 -1.422407 0.31 -0.24 -0.18 0.055
H 6.830111 -3.908578 -2.365151 0.21 -0.13 0.02 0.072
H 8.612698 -3.650821 -2.508873 -0.16 -0.19 -0.17 0.071
H 7.466062 -2.567473 -3.334749 0.04 -0.22 -0.07 0.069
O -7.711681 -1.436747 3.310271 0.17 -0.22 0.00 -0.041
H -6.976820 -1.391227 3.934112 -0.04 0.28 -0.10 0.020
H -7.352819 -1.057678 2.498149 -0.03 -0.16 -0.05 0.033
O -8.901615 -4.409540 2.859489 0.35 -0.13 -0.01 -0.049
H -8.862606 -5.019891 3.604074 -0.14 0.07 -0.02 0.044
H -8.629099 -3.560978 3.231388 -0.03 0.10 -0.07 -0.002
O -5.949250 0.183875 5.408928 -0.06 -0.21 -0.05 -0.038
H -5.507935 -0.673084 5.387900 0.03 0.25 0.24 0.006
H -5.236363 0.814444 5.261870 -0.10 0.03 0.02 0.041
O 4.936504 -2.581602 4.690990 -0.22 0.05 0.10 -0.085
H 4.151066 -3.092097 4.915026 0.09 0.00 0.00 0.029
H 4.598781 -1.836986 4.175972 0.22 -0.12 -0.08 -0.065
O 9.465353 -0.894766 1.289520 0.07 0.21 0.03 -0.073
H 10.161573 -0.806892 1.953234 0.11 -0.04 0.00 0.003
H 8.787765 -0.268888 1.571767 -0.06 -0.13 -0.02 0.001
O 7.842002 0.318175 -3.072447 -0.11 0.02 -0.31 -0.059
H 8.692808 0.771778 -3.055123 -0.09 0.06 0.10 0.040
H 7.196709 1.034189 -3.072887 0.06 -0.03 0.03 0.045
O 8.979425 1.816957 -0.839957 0.17 -0.02 -0.05 -0.084
H 8.189691 1.263184 -0.761826 -0.04 0.02 0.03 -0.048
H 9.707598 1.190334 -0.749572 -0.08 0.01 0.16 0.034
O 11.985612 -0.143851 3.056579 0.05 0.14 0.01 -0.047
H 12.194728 0.753301 2.773220 -0.05 -0.07 -0.03 0.046
H 12.564526 -0.297232 3.811009 -0.10 -0.09 -0.03 0.044
O -6.553037 -4.365639 0.620351 0.17 -0.09 0.16 -0.052
H -5.604861 -4.477168 0.742441 -0.07 0.02 -0.10 0.033
H -6.944182 -4.764843 1.409417 -0.31 0.15 -0.01 0.034
O -9.298117 0.123818 0.869775 0.02 -0.05 0.19 -0.060
H -8.346710 0.010679 0.977774 -0.02 -0.02 -0.34 -0.011
H -9.680255 -0.247187 1.673570 0.01 0.06 -0.04 0.031
O -9.105511 -2.282800 5.720422 0.24 -0.13 -0.06 -0.052
H -8.378810 -2.234827 6.350859 -0.13 0.05 0.04 0.034
H -8.748710 -1.896673 4.908676 -0.25 0.12 0.07 -0.014
O 2.497918 2.577192 3.304679 -0.25 0.27 0.65 -0.051
H 2.181850 3.383567 3.728453 0.03 -0.03 -0.03 0.052
H 2.606923 1.954892 4.033041 0.03 -0.04 -0.10 0.050
O 0.076724 4.352135 -4.645955 -0.18 -0.04 -0.04 -0.067
H -0.660126 3.872909 -5.048127 0.05 0.00 -0.04 0.001
H -0.049768 5.260835 -4.939918 0.02 -0.05 0.07 0.040
O 4.428574 6.339108 0.828475 -0.14 0.41 0.14 -0.054
H 5.287104 6.763461 0.937823 -0.02 -0.09 0.00 0.047
H 3.810283 7.074962 0.753824 0.02 -0.05 0.03 0.044
O -8.881214 -3.951061 -1.243984 0.02 0.23 0.01 -0.068
H -8.243164 -3.875749 -0.522577 0.06 -0.16 -0.01 -0.018
H -9.571572 -3.318644 -1.015462 0.04 -0.04 -0.04 0.036
```
Forces are in eV/Å.

---

Entry 2:
The following is a DFT calculation (wB97M-V/def2-TZVPD) of a single C5H7Br molecule.

Summary:
E_tot = -75339.011 eV
Orbital gap = 0.387 Eh
Energy above the lowest of the compared OMol25 structures with the same formula, charge and spin = 18.6 kcal per mole
SMILES = C=C1CC(Br)C1

XYZ file:
```
13
Properties=species:S:1:pos:R:3:forces:R:3:lowdin_charge:R:1
C -1.849141 0.011305 0.889121 0.05 0.31 -0.19 0.040
C -0.741974 -0.038621 0.139206 -0.58 0.57 0.79 -0.313
C 0.244550 1.100771 -0.208970 0.78 -1.81 1.41 -0.167
C 1.191186 -0.019687 -0.759361 0.95 -0.05 1.14 -0.583
Br 3.024151 -0.007784 0.170549 -1.12 -0.03 -0.94 0.516
C 0.240762 -1.156142 -0.208766 0.60 0.91 0.03 -0.159
H -2.509951 -0.852161 1.118141 0.80 0.62 -0.09 0.069
H -2.110926 0.997439 1.329725 -0.17 -0.79 -0.55 0.071
H 0.008356 1.742967 -0.984295 -1.01 1.32 -1.55 0.073
H 0.581035 1.742595 0.640970 -0.02 -0.86 -0.52 0.120
H 1.327867 -0.008496 -1.888303 0.07 -0.10 1.66 0.110
H 0.482287 -1.647960 0.775410 0.37 0.37 -1.30 0.127
H 0.111803 -1.864230 -1.013426 -0.71 -0.46 0.11 0.096
```
Forces are in eV/Å.

---

Entry 3:
The following is a DFT calculation (wB97M-V/def2-TZVPD) of a single C19H21N3O3 molecule.

Summary:
E_tot = -30657.625 eV
Orbital gap = 0.320 Eh
Energy above the lowest of the compared OMol25 structures with the same formula, charge and spin = 27.8 kcal per mole
SMILES = CC(=O)Nc1ccc(OC[C@@H](O)Cn2c(C)nc3ccccc32)cc1

XYZ file:
```
46
Properties=species:S:1:pos:R:3:forces:R:3:lowdin_charge:R:1
C -5.645842 -2.652455 0.985871 0.05 -0.10 0.23 -0.002
C -4.482234 -1.911207 1.614554 -0.38 -0.13 -0.37 -0.517
O -4.039365 -2.177565 2.707263 0.14 -0.05 0.28 0.068
N -4.006599 -0.920535 0.803739 -0.15 0.13 -0.39 0.115
C -2.945769 -0.035873 1.022844 0.28 0.23 0.05 -0.226
C -2.638475 0.878783 0.021146 -0.07 -0.18 0.18 -0.014
C -1.585544 1.764859 0.157904 0.22 0.20 0.09 -0.020
C -0.811243 1.743817 1.310597 -0.12 -0.18 0.17 -0.283
O 0.279486 2.540405 1.555411 -0.16 -0.17 0.24 -0.053
C 0.839256 3.294046 0.511650 0.16 0.07 -0.51 -0.146
C 1.516027 2.433224 -0.577299 -0.17 -0.27 0.67 -0.335
O 2.101169 3.257668 -1.553220 0.15 0.29 -0.23 -0.011
C 2.522899 1.447204 0.052834 -0.45 0.35 -0.06 -0.057
N 2.722151 0.291576 -0.773073 0.22 -0.19 -0.17 0.018
C 3.647550 0.106317 -1.772104 0.05 -0.01 -0.02 -0.337
C 4.684576 1.114932 -2.098847 -0.02 0.07 0.00 -0.005
N 3.511800 -1.028616 -2.390147 0.44 -0.03 -0.45 0.159
C 2.434800 -1.650659 -1.810392 -0.40 0.36 0.56 -0.229
C 1.843308 -2.877544 -2.085049 0.05 0.11 0.03 -0.021
C 0.745772 -3.242837 -1.332901 -0.06 -0.18 -0.07 -0.103
C 0.241282 -2.420142 -0.324821 -0.08 0.01 0.09 -0.092
C 0.817110 -1.199560 -0.031659 -0.04 0.15 0.13 -0.008
C 1.915157 -0.824396 -0.787322 0.02 -0.60 -0.35 -0.156
C -1.138484 0.848465 2.328949 0.15 0.33 -0.27 -0.007
C -2.190502 -0.031426 2.193585 -0.03 -0.10 0.06 -0.001
H -6.464239 -1.965211 0.781127 -0.07 0.04 -0.06 0.082
H -5.335001 -3.118232 0.052862 -0.01 -0.03 -0.10 0.083
H -5.988858 -3.421641 1.671312 0.02 0.01 0.01 0.083
H -4.463201 -0.807856 -0.090923 0.02 -0.12 0.20 0.141
H -3.225109 0.897999 -0.886769 -0.06 0.00 -0.10 0.114
H -1.386468 2.460418 -0.641717 0.06 0.06 -0.08 0.112
H 0.099750 3.955182 0.042388 0.09 -0.03 0.05 0.133
H 1.597401 3.917596 0.999198 -0.07 0.01 -0.10 0.140
H 0.760465 1.849096 -1.113195 0.12 0.02 0.13 0.147
H 2.749820 3.835867 -1.132885 -0.03 -0.03 -0.02 0.101
H 2.132316 1.118586 1.020387 0.14 0.03 -0.07 0.135
H 3.481094 1.950738 0.213595 -0.09 -0.02 0.06 0.136
H 5.302243 1.336314 -1.228407 0.07 0.07 0.02 0.082
H 5.313536 0.717232 -2.888824 0.02 -0.03 0.00 0.083
H 4.214721 2.035046 -2.444139 0.05 0.07 0.01 0.072
H 2.237321 -3.512289 -2.862335 0.05 -0.08 -0.10 0.107
H 0.262427 -4.189933 -1.523739 -0.03 -0.08 -0.02 0.096
H -0.618415 -2.743282 0.243759 -0.07 -0.03 0.06 0.097
H 0.418373 -0.574038 0.751996 -0.07 0.05 0.08 0.088
H -0.541213 0.853083 3.227180 0.07 -0.01 0.11 0.124
H -2.424810 -0.725256 2.982721 -0.01 -0.02 0.02 0.103
```
Forces are in eV/Å.